# C43H59F9NO27P

A 10-piece molecular cluster, C43H59F9NO27P overall (wB97M-V/def2-TZVPD, OMol25).

As for the HOMO energy: -8.015 eV. As for the HOMO-LUMO gap: 8.170 eV. The SMILES is [PH4]CCCCCCCCCCCCn1cccc1.O=C1OC[C@@H](F)O1.O=C1OC[C@@H](F)O1.O=C1OC[C@@H](F)O1.O=C1OC[C@@H](F)O1.O=C1OC[C@@H](F)O1.O=C1OC[C@@H](F)O1.O=C1OC[C@@H](F)O1.O=C1OC[C@@H](F)O1.O=C1OC[C@@H](F)O1. The electronic energy is -5000.29962 Eh. The value obtained for the LUMO energy is 0.16 eV.

Positions of all 140 atoms, in Å:
P  -5.8605  1.0575  -1.7210
C  -4.6196  1.9323  -2.8956
C  -3.2366  2.0272  -2.2498
C  -2.1491  1.1546  -2.8946
C  -2.5668  -0.2851  -3.2637
C  -1.5894  -1.3848  -2.8238
C  -1.8601  -1.9555  -1.4249
C  -1.9704  -0.9850  -0.2428
C  -0.6929  -0.7545  0.5748
C  0.4435  -0.0770  -0.2148
C  0.5405  1.4236  0.0643
C  0.7718  1.8249  1.5317
C  -0.3575  2.7348  2.0207
N  -0.0255  3.5958  3.1310
C  0.3172  3.2526  4.4132
C  0.5116  4.4109  5.1261
C  0.2638  5.4978  4.2399
C  -0.0547  4.9530  3.0266
H  -5.9165  2.2278  -0.9107
H  -6.7486  0.8022  -2.8092
H  -4.8933  0.0972  -1.3295
H  -6.8259  0.4193  -0.8200
H  -5.0551  2.9201  -3.0692
H  -4.6177  1.4085  -3.8534
H  -3.3270  1.7475  -1.1898
H  -2.8917  3.0667  -2.2539
H  -1.3483  1.0797  -2.1503
H  -1.7083  1.6598  -3.7570
H  -2.6263  -0.3267  -4.3555
H  -3.5699  -0.5286  -2.9101
H  -1.7041  -2.2237  -3.5191
H  -0.5636  -1.0330  -2.9673
H  -2.8242  -2.4622  -1.5017
H  -1.1299  -2.7373  -1.1877
H  -2.7071  -1.4044  0.4474
H  -2.3736  -0.0188  -0.5502
H  -0.9731  -0.1165  1.4191
H  -0.3580  -1.7065  0.9940
H  1.3994  -0.5590  0.0083
H  0.2549  -0.2013  -1.2797
H  1.3473  1.8463  -0.5388
H  -0.3850  1.8928  -0.2915
H  1.7332  2.3247  1.6621
H  0.7957  0.9313  2.1644
H  -0.6300  3.4046  1.2027
H  -1.2396  2.1256  2.2403
H  0.3937  2.2208  4.7124
H  0.7781  4.4753  6.1689
H  0.3124  6.5471  4.4788
H  -0.3013  5.4475  2.1022
C  -5.4070  -2.9157  2.8435
C  -6.5623  -3.7099  2.2678
O  -6.5996  -3.2570  0.9277
C  -5.3507  -2.8421  0.5849
O  -4.9898  -2.6249  -0.5212
O  -4.5807  -2.7235  1.6914
F  -7.7385  -3.4266  2.8715
H  -5.7517  -1.9486  3.2117
H  -4.8575  -3.4356  3.6224
H  -6.4182  -4.7917  2.2734
C  2.8238  -0.7776  4.2920
C  2.0757  -0.5551  5.5905
O  1.6830  -1.8654  5.9422
C  2.5773  -2.7384  5.3917
O  2.6641  -3.8825  5.6718
O  3.3414  -2.0970  4.4759
F  0.9719  0.2136  5.4173
H  2.1386  -0.7677  3.4425
H  3.6311  -0.0716  4.1215
H  2.6760  -0.1292  6.3957
C  -3.4647  -1.8023  -8.4916
C  -2.3562  -0.7870  -8.2977
O  -3.0285  0.2650  -7.6282
C  -4.0805  -0.2703  -6.9521
O  -4.6949  0.2902  -6.1089
O  -4.3098  -1.5334  -7.3687
F  -1.8604  -0.3293  -9.4690
H  -4.0100  -1.6035  -9.4151
H  -3.1271  -2.8339  -8.4740
H  -1.5273  -1.1305  -7.6765
C  0.5334  5.5261  -3.2673
C  0.3071  4.1810  -2.6039
O  0.6590  4.4539  -1.2580
C  0.4431  5.7797  -1.0284
O  0.4242  6.2644  0.0536
O  0.2736  6.4364  -2.1905
F  1.1187  3.2180  -3.0942
H  1.5713  5.6276  -3.5861
H  -0.1334  5.7267  -4.1003
H  -0.7240  3.8223  -2.6373
C  5.0406  -4.2283  2.6124
C  5.6432  -5.5015  2.0669
O  5.3458  -5.4153  0.6829
C  5.2474  -4.0955  0.3615
O  5.2401  -3.6758  -0.7475
O  5.1649  -3.3475  1.4803
F  5.0469  -6.6154  2.5748
H  3.9859  -4.3573  2.8572
H  5.5787  -3.8569  3.4787
H  6.7182  -5.5948  2.2003
C  1.4834  8.5991  2.2488
C  0.5921  9.5211  3.0574
O  1.5273  10.3534  3.7126
C  2.6533  10.4069  2.9413
O  3.5246  11.1941  3.0789
O  2.6154  9.4409  1.9959
F  -0.1434  8.8459  3.9769
H  1.7923  7.7372  2.8418
H  1.0298  8.2585  1.3232
H  -0.0843  10.1421  2.4680
C  -6.2797  3.7401  -5.5187
C  -7.7766  3.5458  -5.4114
O  -8.2751  4.8129  -5.7940
C  -7.3584  5.3963  -6.6192
O  -7.5647  6.3439  -7.2945
O  -6.1857  4.7228  -6.5559
F  -8.1740  3.2703  -4.1452
H  -5.8725  4.1495  -4.5956
H  -5.7419  2.8351  -5.7904
H  -8.1857  2.7851  -6.0782
C  7.5304  -7.0987  6.3567
C  6.0560  -7.3576  6.5953
O  5.5208  -6.0453  6.6215
C  6.3258  -5.2519  5.8753
O  6.0365  -4.1745  5.4713
O  7.4961  -5.8747  5.6168
F  5.8222  -7.9617  7.7827
H  8.0498  -6.9385  7.3025
H  8.0291  -7.8741  5.7835
H  5.5592  -7.9246  5.8067
C  7.9649  -7.6201  -1.8552
C  7.5953  -9.0144  -1.3899
O  8.0060  -8.9977  -0.0333
C  7.9601  -7.7097  0.3988
O  8.0047  -7.3736  1.5352
O  7.8449  -6.8679  -0.6460
F  8.2731  -9.9805  -2.0516
H  8.9992  -7.5932  -2.2010
H  7.3066  -7.2173  -2.6185
H  6.5291  -9.2414  -1.4336

Force components x, y, z for each atom (eV/Å):
P -0.0302 -0.0355 -0.0617
C -0.1873 -0.0657 0.1840
C -0.0921 0.1107 -0.3879
C 0.1066 -0.2167 0.7731
C 0.2424 0.0865 -0.4813
C -0.0733 -0.0839 -0.1055
C -0.1146 0.0983 -0.0891
C 0.1136 -0.1625 0.3759
C -0.0954 0.1567 -0.3546
C -0.0860 0.0385 0.3929
C 0.1769 -0.0420 -0.1340
C -0.1571 -0.1864 0.1520
C 0.1294 -0.0538 -0.2857
N -0.0649 -0.0045 0.0024
C 0.0174 -0.0085 -0.0447
C -0.0858 0.0213 -0.0897
C 0.1816 -0.1545 0.3497
C -0.0609 0.4672 0.0851
H 0.0283 0.0007 0.0342
H -0.0391 0.0541 -0.0081
H 0.0371 -0.0090 0.0006
H -0.0175 0.0025 -0.0114
H 0.0416 0.0117 0.0340
H 0.1271 -0.0621 -0.0232
H 0.0503 0.0422 0.0125
H 0.0034 -0.0214 0.1124
H 0.1196 0.0877 -0.1902
H -0.1341 -0.0278 -0.1056
H -0.1638 -0.0342 0.0425
H 0.0031 0.0366 0.1024
H 0.0532 0.0140 0.0190
H 0.0077 0.0141 0.1231
H 0.0383 -0.0302 0.0108
H 0.0563 0.0689 -0.0293
H -0.0467 0.0794 -0.0461
H -0.0374 -0.0145 -0.1037
H 0.1004 -0.1160 0.1199
H -0.0209 -0.0310 -0.0275
H 0.0143 0.0606 -0.0425
H 0.2023 -0.1248 -0.0352
H -0.1099 0.0047 -0.0848
H 0.0133 0.0064 0.0190
H -0.0577 0.0956 -0.0635
H 0.0901 0.0218 -0.0030
H -0.0234 -0.0118 0.0555
H -0.0326 0.0599 0.0894
H -0.0373 0.0795 -0.0402
H 0.0116 -0.0286 -0.0270
H -0.0311 -0.0422 -0.0144
H 0.0110 -0.1548 -0.0399
C 0.0335 0.0031 0.0759
C 0.0047 0.0937 -0.0430
O 0.0546 -0.2380 -0.0398
C -0.1055 0.0999 0.0629
O -0.0574 0.0532 -0.0348
O 0.0226 -0.0039 0.0523
F -0.0052 0.0777 -0.0298
H -0.0782 -0.0182 0.0050
H 0.1019 -0.0360 -0.1019
H -0.0829 -0.0165 0.0623
C 0.1030 0.0717 -0.0489
C -0.0258 -0.0793 -0.1213
O 0.1743 0.0482 0.2019
C -0.0890 0.0505 -0.1228
O -0.0497 -0.1030 -0.0413
O 0.0234 -0.0006 -0.0495
F -0.0617 -0.1606 0.0250
H -0.0731 0.0395 0.0443
H 0.0939 -0.1027 0.0439
H -0.0750 0.0960 0.0119
C 0.0067 -0.0750 -0.0369
C -0.0763 0.0412 -0.0200
O 0.1534 -0.0639 0.1863
C 0.0106 -0.0376 -0.1083
O -0.1566 0.1525 -0.0055
O 0.0031 -0.0395 -0.0251
F -0.0737 0.0425 -0.0188
H 0.0556 0.0430 -0.0350
H -0.0446 -0.0075 0.1442
H 0.0675 0.0123 -0.0731
C -0.0291 0.0171 -0.0937
C 0.0432 0.0567 0.0412
O -0.3136 0.0499 -0.0016
C 0.3181 -0.2396 0.0314
O -0.0589 0.1970 -0.0733
O -0.0464 0.0020 -0.0632
F 0.0778 0.0327 0.0338
H 0.0195 -0.0716 0.0046
H -0.0853 0.0812 0.0923
H 0.0459 -0.0986 -0.0504
C 0.0781 0.0375 0.0601
C -0.2423 0.0260 0.0218
O 0.2497 -0.0122 -0.0112
C -0.1030 -0.0468 0.0426
O -0.0445 0.0215 -0.0558
O -0.0057 -0.0175 0.0841
F -0.0294 0.0137 -0.0258
H 0.0118 -0.0895 0.0149
H -0.0786 0.2700 -0.2686
H 0.0186 -0.1073 0.0337
C -0.1280 -0.0195 -0.0644
C 0.0994 -0.1516 0.0587
O -0.0897 0.1421 -0.1429
C -0.0116 -0.1222 0.0433
O 0.0863 0.0351 0.0455
O -0.0493 -0.0208 -0.0135
F 0.0890 0.1007 0.0600
H -0.0644 0.0005 0.0665
H 0.1479 0.0900 -0.0952
H -0.0813 -0.0494 0.0162
C 0.0954 -0.1326 -0.1268
C 0.0182 0.1287 0.0755
O -0.0846 -0.1319 -0.1834
C 0.0497 -0.0132 0.1156
O -0.0063 0.0884 -0.0072
O 0.0120 -0.0519 0.0054
F 0.0161 0.0778 0.0259
H -0.0914 0.0121 0.0605
H 0.0415 0.0701 -0.1271
H -0.0299 -0.0711 0.0878
C 0.0589 -0.0627 -0.0207
C 0.0202 0.0821 0.0369
O -0.0817 -0.0936 -0.1290
C -0.0008 -0.0256 -0.0688
O 0.0883 0.0797 0.2834
O 0.0625 -0.0500 0.0282
F 0.0199 0.0685 0.0472
H -0.0531 -0.0359 0.0466
H -0.0226 0.0867 -0.1313
H -0.0261 -0.0731 0.0605
C -0.0175 0.0282 -0.0809
C 0.0775 0.0251 0.0477
O -0.2458 -0.0229 0.0134
C 0.0627 0.0532 -0.0554
O 0.1116 -0.0887 0.0835
O 0.0555 0.0415 -0.0688
F 0.0753 0.0202 0.0382
H 0.0073 -0.0759 -0.0156
H -0.0813 0.0752 0.1141
H 0.0121 -0.0756 -0.0674

Atom charges from the Löwdin analysis, given in e for atoms 1 to 8: 0.689, -0.412, -0.281, -0.202, -0.189, -0.204, -0.185, -0.192

---

# C43H61ClN4O9PTeTi

C43H61ClN4O9PTeTi as an isolated structure (wB97M-V/def2-TZVPD, OMol25).

As for the HOMO energy (spin up / spin down): -0.513 / -2.967 eV. Its charge is -2. As for the HOMO-LUMO gap (spin up / spin down): 4.180 / 6.634 eV. The electronic energy is -4490.78553 Eh. The multiplicity is 2. The value obtained for the LUMO energy (spin up / spin down) is 3.67 / 3.67 eV.

Positions of all 121 atoms, in Å:
Ti  -0.2234  -0.8852  -0.2850
N  -1.9655  0.1896  0.6297
C  -2.6024  -0.4336  1.7948
C  -3.1599  -1.8112  1.4559
C  -2.1101  -2.8465  1.0910
O  -2.1361  -3.9788  1.5309
O  -1.2212  -2.4334  0.2216
H  -1.5756  1.0965  0.8610
H  -2.6370  0.3462  -0.1337
H  -3.4308  0.1900  2.1466
H  -1.8573  -0.5162  2.5899
H  -3.8474  -1.7125  0.6079
H  -3.7232  -2.2003  2.3033
O  -0.8902  -5.7341  -5.4923
C  -1.8426  -4.6977  -5.2659
C  -1.3406  -3.6965  -4.2665
C  -2.0642  -2.4977  -4.0977
C  -1.6724  -1.6248  -3.1071
N  -0.6107  -1.8393  -2.3224
C  0.1651  -2.9389  -2.5547
C  -0.2281  -3.9133  -3.5029
C  1.3995  -2.9275  -1.8575
C  2.4335  -3.8807  -1.9943
C  3.6855  -3.6205  -1.5046
C  4.7622  -4.6613  -1.5829
O  4.6101  -5.6819  -0.5849
C  3.9161  -2.3669  -0.8728
C  2.8448  -1.5354  -0.6618
N  1.6007  -1.8023  -1.0749
H  -1.3555  -6.4882  -5.8603
H  -2.7817  -5.1219  -4.8906
H  -2.0687  -4.1804  -6.2063
H  -2.9347  -2.2708  -4.7013
H  -2.2412  -0.7272  -2.8892
H  0.3523  -4.8145  -3.6369
H  2.2404  -4.8092  -2.5203
H  5.7418  -4.2014  -1.4291
H  4.7616  -5.1395  -2.5684
H  3.7451  -5.5437  -0.1833
H  4.8975  -2.0994  -0.5028
H  2.9505  -0.6108  -0.1033
C  -6.3379  -2.0428  -2.6533
C  -6.4062  -0.7495  -3.4599
C  -7.6479  0.0619  -3.0981
C  -6.4006  -1.0617  -4.9523
O  -5.2163  0.0195  -3.2564
P  -4.8013  0.7637  -1.8609
O  -5.5896  0.2325  -0.7209
O  -3.3072  0.7499  -1.8548
O  -5.3316  2.2794  -2.1262
C  -4.6101  3.2795  -2.8652
C  -5.6389  4.3806  -3.0973
C  -3.4479  3.8075  -2.0298
C  -4.1092  2.7439  -4.2040
H  -7.2222  -2.6562  -2.8489
H  -6.2828  -1.8107  -1.5914
H  -5.4467  -2.6078  -2.9359
H  -8.5498  -0.5085  -3.3370
H  -7.6605  0.9956  -3.6646
H  -7.6401  0.2991  -2.0350
H  -7.2569  -1.6866  -5.2172
H  -5.4826  -1.5896  -5.2155
H  -6.4442  -0.1367  -5.5307
H  -6.0147  4.7447  -2.1399
H  -6.4805  3.9913  -3.6737
H  -5.1907  5.2147  -3.6424
H  -3.8241  4.2304  -1.0955
H  -2.9186  4.5911  -2.5787
H  -2.7502  3.0029  -1.8032
H  -4.9379  2.3336  -4.7839
H  -3.3710  1.9584  -4.0478
H  -3.6454  3.5562  -4.7693
Cl  0.3262  1.2149  -1.2247
C  1.5100  -2.8727  2.0334
C  0.7716  -1.5673  2.2939
O  0.2802  -1.3916  3.4153
N  0.6663  -0.6782  1.2772
Te  2.2339  1.8051  1.6558
C  3.8155  3.2603  1.9561
C  4.8513  3.3193  1.0133
C  4.8158  2.5449  -0.2832
C  5.9733  4.1080  1.2629
C  6.0942  4.8609  2.4199
C  7.3156  5.7026  2.6830
C  5.0377  4.8395  3.3197
C  3.9005  4.0666  3.1030
C  2.7990  4.1360  4.1268
C  2.6164  0.9492  3.5690
C  1.6437  0.9623  4.5738
C  0.2496  1.4995  4.3981
C  1.9450  0.4074  5.8171
C  3.1672  -0.1802  6.0837
C  3.4544  -0.8192  7.4165
C  4.1115  -0.2102  5.0660
C  3.8559  0.3326  3.8126
C  4.9461  0.2375  2.7765
H  2.5077  -2.6903  1.6317
H  0.9499  -3.4619  1.3042
H  1.5779  -3.4239  2.9699
H  3.8037  2.3582  -0.6354
H  5.2988  1.5699  -0.1696
H  5.3514  3.0930  -1.0606
H  6.7724  4.1310  0.5269
H  8.0801  5.5309  1.9245
H  7.7503  5.4733  3.6583
H  7.0718  6.7679  2.6773
H  5.0915  5.4482  4.2187
H  2.7582  5.1332  4.5700
H  2.9591  3.4118  4.9284
H  1.8326  3.9086  3.6778
H  0.1279  2.0444  3.4652
H  -0.0146  2.1593  5.2291
H  -0.4437  0.6566  4.3820
H  1.1776  0.4130  6.5858
H  2.6725  -0.5857  8.1397
H  4.4092  -0.4795  7.8240
H  3.5057  -1.9062  7.3204
H  5.0708  -0.6891  5.2424
H  5.5700  -0.6372  2.9669
H  5.5834  1.1266  2.7958
H  4.5321  0.1561  1.7718

Force components x, y, z for each atom (eV/Å):
Ti 1.2158 0.6268 1.2306
N -0.0834 -0.1099 -0.7182
C 0.0292 -0.0259 0.0347
C -0.0013 0.0007 0.0087
C -0.0454 0.0770 -0.0973
O -0.0141 -0.0146 0.0099
O 0.0173 -0.1938 0.0461
H 0.0376 -0.0251 0.0440
H -0.0682 0.1237 0.0141
H 0.0129 -0.0046 0.0242
H 0.0268 0.0070 -0.0330
H -0.0056 -0.0037 0.0036
H -0.0222 0.0146 -0.0112
O 0.0016 0.0045 -0.0024
C -0.0026 -0.0067 -0.0108
C -0.0028 0.0329 0.0178
C -0.0097 -0.0102 -0.0160
C -0.0802 -0.0717 0.1936
N -0.2609 0.0055 -0.1413
C 0.0401 0.1084 -0.0794
C 0.0151 -0.0197 0.0174
C 0.1143 0.0997 -0.0329
C -0.0179 0.0450 -0.0812
C 0.0161 -0.0278 0.0034
C 0.0012 0.0212 -0.0092
O 0.0106 -0.0006 0.0166
C 0.0037 -0.0122 0.0365
C -0.0193 0.0104 0.0881
N -0.0978 -0.3052 -0.0305
H -0.0013 -0.0001 0.0029
H 0.0019 -0.0007 0.0015
H -0.0021 0.0018 0.0025
H -0.0063 0.0062 0.0121
H -0.0460 0.0333 -0.0286
H 0.0077 0.0092 -0.0072
H 0.0046 0.0061 -0.0091
H 0.0019 0.0068 -0.0291
H -0.0211 -0.0238 0.0133
H 0.0056 0.0061 0.0015
H -0.0039 0.0010 0.0056
H -0.0014 -0.0153 0.0189
C 0.0013 -0.0027 -0.0007
C -0.0116 0.0558 -0.0076
C 0.0061 -0.0003 0.0086
C -0.0107 -0.0012 -0.0029
O 0.0260 -0.1010 -0.0067
P 0.0637 -0.0667 0.0562
O -0.0125 0.0064 -0.0148
O -0.1421 0.0471 0.0913
O -0.0170 0.0470 -0.0124
C -0.0044 -0.0268 0.0000
C 0.0085 0.0110 -0.0134
C 0.0111 0.0170 -0.0028
C 0.0073 -0.0162 0.0101
H 0.0051 -0.0073 -0.0100
H -0.0058 0.0027 0.0008
H 0.0030 0.0056 0.0072
H -0.0007 -0.0016 -0.0009
H -0.0008 0.0002 0.0025
H -0.0014 0.0008 0.0012
H -0.0026 0.0021 -0.0029
H -0.0018 -0.0029 -0.0015
H 0.0045 -0.0007 0.0002
H -0.0055 -0.0037 -0.0009
H 0.0021 0.0012 -0.0037
H 0.0001 0.0025 0.0034
H 0.0024 -0.0231 0.0076
H -0.0134 0.0151 0.0064
H -0.0080 -0.0002 -0.0123
H 0.0014 -0.0001 0.0004
H -0.0048 -0.0020 -0.0001
H -0.0062 0.0046 -0.0029
Cl -0.1361 0.0652 -0.2020
C 0.0253 0.0331 0.0238
C -0.1182 0.0034 0.1903
O 0.0074 0.0320 -0.0668
N -0.4497 -0.5296 -0.5274
Te 0.0790 0.1383 0.1360
C -0.0036 -0.1357 -0.0311
C -0.0325 -0.0001 -0.0785
C 0.0337 -0.0023 0.0253
C -0.0308 0.0396 -0.0179
C -0.0051 0.0089 0.0147
C -0.0013 -0.0001 -0.0008
C 0.0070 0.0159 -0.0284
C -0.0353 -0.0260 0.0124
C 0.0100 -0.0250 0.0043
C -0.0015 -0.0485 -0.0544
C -0.0579 0.0079 -0.0061
C -0.0376 0.0294 0.0474
C 0.0242 0.0077 0.0054
C -0.0147 -0.0014 0.0002
C 0.0003 0.0071 -0.0020
C -0.0017 -0.0400 -0.0160
C 0.0485 0.0506 0.0115
C 0.0081 -0.0118 0.0232
H -0.0111 0.0109 -0.0128
H 0.0016 0.0160 -0.0160
H 0.0057 -0.0128 -0.0073
H 0.0010 0.0255 -0.0269
H -0.0355 -0.0167 0.0157
H 0.0270 -0.0171 0.0096
H -0.0027 0.0019 -0.0029
H -0.0001 0.0004 -0.0002
H 0.0001 0.0008 0.0000
H -0.0007 -0.0001 0.0004
H 0.0020 0.0025 0.0006
H 0.0090 -0.0055 0.0106
H -0.0138 -0.0231 -0.0038
H -0.0160 0.0046 -0.0006
H 0.0054 0.0215 -0.0016
H 0.0140 0.0105 0.0094
H 0.0516 0.0182 -0.0384
H -0.0016 -0.0017 -0.0056
H 0.0005 0.0016 0.0002
H 0.0026 -0.0014 -0.0025
H -0.0006 -0.0022 0.0055
H 0.0013 -0.0001 0.0009
H 0.0239 0.0178 0.0243
H -0.0217 0.0082 -0.0290
H -0.0031 -0.0174 -0.0022

Atom charges from the Löwdin analysis, given in e for atoms 1 to 8: 0.720, -0.058, -0.216, -0.083, -0.585, 0.054, -0.155, 0.069

---

> The lowest electronic energy belongs to which entry?

C43H59F9NO27P

---

> electronic energy of number 2 (C43H61ClN4O9PTeTi)?

-4490.78553 Eh

---

> The lowest electronic energy belongs to which entry?

C43H59F9NO27P

---

> Look up the electronic energy of the first one.

-5000.29962 Eh